Density functional theory data (the ωB97M-V functional and the def2-TZVPD basis) for a cluster of 9 separate species, C48H112N2O23 in total.

```
185
Properties=species:S:1:pos:R:3:mulliken_charge:R:1
C -0.597 -4.811 -1.680 -0.5858
O -1.801 -4.403 -2.269 -0.5001
C -2.472 -3.464 -1.471 0.8383
C -3.861 -3.109 -1.995 -0.8262
O -3.787 -2.137 -3.025 -0.4305
C -3.624 -0.819 -2.535 0.6644
C -3.114 0.056 -3.648 -0.7419
O -4.115 0.366 -4.603 -0.4072
C -3.707 1.364 -5.493 -0.5063
H -0.227 -5.677 -2.237 0.3610
H -0.730 -5.258 -0.683 0.2875
H 0.145 -4.008 -1.663 0.1504
H -1.876 -2.550 -1.317 -0.5463
H -2.561 -3.873 -0.450 0.2612
H -4.388 -2.640 -1.159 0.3196
H -4.306 -4.031 -2.359 0.4108
H -2.920 -0.811 -1.698 -0.4408
H -4.609 -0.478 -2.205 0.3500
H -2.204 -0.314 -4.130 0.3949
H -2.887 1.021 -3.168 0.2996
H -4.533 1.532 -6.178 0.3652
H -2.788 1.118 -6.044 0.0986
H -3.420 2.314 -5.018 0.2120
C 0.966 -0.783 -2.457 -0.2848
O 1.182 -1.630 -1.348 0.0413
C 1.454 -0.954 -0.142 -0.5083
C 0.322 -0.141 0.483 1.7633
O -0.194 0.871 -0.383 -0.4404
C -1.497 1.257 -0.042 1.2890
C -1.754 1.964 1.288 -1.0078
O -1.012 3.169 1.339 -0.0545
C -1.560 4.207 2.114 -0.7723
H -0.001 -0.287 -2.359 0.0396
H 0.950 -1.281 -3.426 -0.1642
H 1.713 0.014 -2.548 0.3862
H 2.413 -0.433 -0.248 0.4222
H 1.669 -1.720 0.609 -0.5040
H 0.666 0.415 1.362 -0.4471
H -0.502 -0.797 0.785 -0.4219
H -2.162 0.382 -0.008 -1.0000
H -1.871 1.944 -0.802 0.4350
H -1.416 1.388 2.160 -0.0934
H -2.833 2.147 1.330 0.7135
H -1.288 4.126 3.174 0.1689
H -2.647 4.324 2.080 0.3821
H -1.077 5.104 1.727 0.1448
C 8.309 6.270 3.742 -0.7651
O 7.050 6.886 3.882 -0.3593
C 6.103 6.303 3.029 -0.6305
C 4.771 7.007 3.132 0.0746
O 4.071 6.787 4.356 -0.3339
C 2.903 7.538 4.508 -0.6785
C 1.791 7.228 3.509 0.2787
O 0.685 8.051 3.795 -0.4794
C -0.408 7.817 2.903 -0.5780
H 8.923 6.528 4.610 0.2838
H 8.808 6.628 2.840 0.2903
H 8.257 5.179 3.842 0.3089
H 5.880 5.273 3.341 0.1853
H 6.340 6.298 1.960 0.4229
H 4.097 6.717 2.323 -0.0213
H 4.951 8.091 3.104 0.4496
H 3.034 8.624 4.552 0.3674
H 2.464 7.263 5.470 0.2901
H 1.461 6.182 3.580 -0.1273
H 2.142 7.362 2.477 0.3044
H -0.791 6.849 3.238 0.1973
H -0.037 7.762 1.877 0.2796
H -1.109 8.636 3.029 0.3002
C 3.609 -8.199 -2.910 -0.8419
O 2.973 -7.378 -1.963 -0.1837
C 2.976 -7.899 -0.638 -0.8263
C 2.108 -7.045 0.237 -0.1594
O 2.714 -5.865 0.705 -0.3281
C 3.210 -4.916 -0.214 -0.1736
C 3.898 -3.834 0.609 0.4086
O 4.902 -4.190 1.521 -0.3654
C 5.965 -4.936 0.946 -0.5751
H 3.849 -7.654 -3.817 0.2463
H 3.024 -9.107 -3.085 0.3126
H 4.569 -8.552 -2.506 0.3129
H 3.980 -8.108 -0.256 0.3679
H 2.474 -8.873 -0.754 0.5493
H 1.806 -7.624 1.107 0.3711
H 1.236 -6.817 -0.392 -0.0398
H 2.377 -4.434 -0.735 -0.1650
H 3.915 -5.343 -0.931 0.7278
H 3.066 -3.425 1.186 -0.8981
H 4.324 -3.094 -0.080 0.4827
H 5.620 -5.836 0.436 0.1406
H 6.655 -5.205 1.740 0.2572
H 6.469 -4.267 0.240 0.3059
C 0.102 2.227 5.310 -0.8876
O 1.126 2.913 4.661 -0.1178
C 2.296 2.160 4.434 -0.2880
C 3.328 3.059 3.764 -0.4867
O 3.374 3.121 2.353 -0.5927
C 2.101 3.394 1.815 1.4947
C 2.081 3.706 0.316 -0.6741
O 2.782 4.866 -0.100 -0.4674
C 4.163 4.848 0.097 -0.5094
H 0.460 1.839 6.271 0.4012
H -0.383 1.375 4.812 0.1629
H -0.745 2.880 5.521 0.3096
H 2.058 1.285 3.814 -0.1004
H 2.699 1.879 5.417 0.6282
H 4.325 2.780 4.112 0.5074
H 3.209 4.082 4.149 0.0050
H 1.682 4.285 2.302 -0.3834
H 1.381 2.576 1.915 -0.3368
H 1.037 3.833 0.049 0.1130
H 2.573 2.869 -0.204 0.4607
H 4.610 5.795 -0.224 0.2871
H 4.626 4.061 -0.509 0.3403
H 4.494 4.826 1.137 0.0147
C -0.929 -4.189 -5.669 -0.4613
O -0.103 -3.634 -6.668 -0.4561
C -0.056 -2.219 -6.661 0.1523
C -1.422 -1.629 -7.014 -0.3164
O -1.891 -2.019 -8.272 -0.3671
C -1.425 -1.275 -9.370 -0.2128
C -1.895 -1.908 -10.675 -0.6096
O -1.679 -1.040 -11.775 -0.3811
C -0.327 -0.693 -11.934 -0.6601
H -0.658 -5.231 -5.519 0.3470
H -2.002 -4.109 -5.863 0.2536
H -0.730 -3.635 -4.741 0.1062
H 0.633 -1.953 -7.464 0.2793
H 0.333 -1.847 -5.708 -0.1723
H -1.340 -0.532 -6.939 0.1388
H -2.209 -1.889 -6.305 0.3578
H -0.337 -1.185 -9.307 0.2354
H -1.909 -0.287 -9.350 0.2720
H -2.931 -2.219 -10.548 0.3342
H -1.380 -2.857 -10.867 0.3315
H 0.093 -0.129 -11.104 0.2637
H -0.224 -0.139 -12.869 0.2536
H 0.291 -1.577 -12.148 0.3018
C -4.247 -3.028 7.810 -0.7133
O -3.167 -3.482 7.033 -0.3549
C -2.235 -2.451 6.754 -0.2653
C -1.248 -2.962 5.719 0.0413
O -0.283 -1.894 5.646 -0.2724
C 0.899 -2.227 4.949 -1.4231
C 0.771 -2.455 3.440 1.0004
O -0.061 -3.548 3.142 -0.4311
C -0.206 -3.961 1.804 0.0091
H -4.953 -2.410 7.236 0.2381
H -3.923 -2.387 8.634 0.3185
H -4.829 -3.883 8.138 0.2619
H -1.774 -2.048 7.659 0.3683
H -2.821 -1.659 6.265 0.0713
H -1.765 -3.102 4.772 -0.0635
H -0.666 -3.842 6.001 0.3464
H 1.386 -3.060 5.472 0.4159
H 1.636 -1.428 5.062 0.4110
H 1.811 -2.674 3.166 0.1761
H 0.420 -1.505 3.023 -0.3535
H 0.715 -4.013 1.216 -0.1281
H -0.907 -3.310 1.265 -0.1133
H -0.656 -4.953 1.769 0.4389
C -4.334 -0.502 3.907 -1.0567
N -4.124 -0.766 2.487 0.2805
C -3.029 -1.675 2.270 0.2448
C -4.903 -0.200 1.554 -0.0819
O -4.808 -0.396 0.354 -0.4324
H -3.521 0.138 4.265 0.2575
H -4.397 -1.428 4.473 0.3923
H -5.234 0.099 4.051 0.3784
H -3.060 -2.625 2.802 0.5506
H -2.897 -1.796 1.191 -0.7137
H -2.087 -1.200 2.576 -0.0631
H -5.644 0.485 1.981 0.2442
C -5.309 2.561 -1.938 -0.6541
N -5.120 3.999 -1.994 0.1049
C -4.794 4.547 -0.700 -0.9037
C -4.820 4.685 -3.121 0.1181
O -4.357 5.804 -3.168 -0.5970
H -6.042 2.335 -1.161 0.3179
H -4.406 2.019 -1.646 0.0025
H -5.724 2.154 -2.859 0.4032
H -4.658 5.627 -0.697 0.3786
H -5.554 4.359 0.063 0.3236
H -3.870 4.135 -0.276 0.1966
H -5.038 4.104 -4.035 0.3564
```

Values from the calculation:
E_LUMO = 0.217 eV
Molecular weight = 1085.4 g mol⁻¹
SMILES string = COCCOCCOC.COCCOCCOC.COCCOCCOC.COCCOCCOC.COCCOCCOC.COCCOCCOC.COCCOCCOC.CN(C)C=O.CN(C)C=O
HOMO energy = -0.341 Ha
E_tot = -3735.63644 hartree
2S+1 = 1

***

Density functional theory data (the ωB97M-V functional and the def2-TZVPD basis) for a cluster of 10 separate species, C48H114N6O4 in total.

```
172
Properties=species:S:1:pos:R:3:mulliken_charge:R:1
C -7.549 -0.418 -6.593 -1.4013
C -6.100 -0.323 -6.507 -0.6310
N -5.328 -1.009 -7.447 0.1378
C -5.464 -2.452 -7.388 -0.3906
C -4.502 -3.322 -8.219 -1.4071
C -3.975 -0.458 -7.487 -0.5429
C -3.788 1.073 -7.560 -1.3874
H -7.723 -0.120 -7.627 0.3271
H -7.961 0.332 -5.918 0.4057
H -7.842 -1.458 -6.451 0.2676
H -5.760 0.672 -6.220 0.4659
H -5.810 -0.652 -5.509 0.4629
H -5.568 -2.742 -6.343 0.4498
H -6.402 -2.857 -7.770 0.2720
H -4.822 -4.357 -8.344 0.4124
H -4.388 -2.937 -9.232 0.3561
H -3.544 -3.511 -7.734 0.3188
H -3.516 -0.883 -8.379 0.3682
H -3.391 -0.893 -6.676 0.3727
H -2.778 1.280 -7.914 0.3999
H -3.915 1.760 -6.724 0.3929
H -4.330 1.469 -8.419 0.3511
C 9.503 4.943 2.735 -1.3079
C 9.310 4.562 4.275 -0.2610
N 7.936 4.080 4.395 0.0613
C 7.409 3.116 3.411 -0.8670
C 8.020 1.655 3.561 -0.9665
C 7.494 3.697 5.797 -0.6422
C 7.377 4.870 6.767 -1.1534
H 8.674 5.601 2.477 0.3623
H 9.463 4.125 2.016 0.2861
H 10.420 5.458 2.449 0.3811
H 10.075 3.804 4.444 0.2880
H 9.535 5.379 4.960 0.3360
H 6.338 2.955 3.537 0.4103
H 7.364 3.569 2.421 0.4566
H 9.018 1.547 3.135 0.2492
H 8.031 1.346 4.606 0.2719
H 7.380 1.023 2.946 0.3971
H 8.266 3.036 6.193 0.3169
H 6.619 3.050 5.859 0.4300
H 6.341 5.206 6.723 0.2863
H 8.176 5.608 6.697 0.2943
H 7.362 4.577 7.817 0.3705
C -1.194 1.178 -1.083 -1.2311
C -0.469 1.381 0.254 -0.5216
N 0.152 0.182 0.753 0.0288
C 1.285 -0.232 -0.167 -0.7495
C 2.283 0.935 -0.502 -0.9490
C 0.602 0.359 2.155 -0.4089
C 0.707 -1.080 2.899 -1.2561
H -1.627 2.146 -1.337 0.3902
H -1.779 0.264 -1.184 0.3249
H -0.391 1.177 -1.820 0.2582
H 0.159 2.250 0.056 0.3162
H -1.205 1.692 0.995 0.4947
H 1.926 -0.988 0.287 0.3766
H 0.851 -0.592 -1.099 0.3741
H 1.727 1.543 -1.216 0.2147
H 2.464 1.472 0.429 0.2783
H 3.184 0.445 -0.871 0.3871
H -0.079 0.991 2.724 0.5024
H 1.577 0.844 2.214 0.1502
H 1.642 -1.630 2.797 0.3287
H -0.108 -1.785 2.732 0.2889
H 0.590 -0.915 3.970 0.4036
C -2.636 -6.886 7.925 -1.3862
C -1.422 -6.795 8.782 -0.5064
N -1.593 -6.224 10.080 0.0917
C -2.805 -6.664 10.850 -0.6225
C -2.959 -8.216 10.943 -0.9657
C -0.392 -6.475 10.924 -0.3233
C -0.136 -5.246 11.791 -1.3414
H -2.364 -7.233 6.929 0.3961
H -3.164 -5.934 7.986 0.3211
H -3.285 -7.717 8.205 0.3165
H -0.897 -7.742 8.666 0.3665
H -0.839 -6.037 8.257 0.4367
H -3.688 -6.324 10.309 0.3647
H -2.684 -6.193 11.826 0.3310
H -2.908 -8.668 9.952 0.2299
H -3.900 -8.427 11.451 0.3715
H -2.186 -8.616 11.600 0.2937
H -0.621 -7.178 11.725 0.1297
H 0.546 -6.736 10.434 0.4431
H -0.959 -4.991 12.459 0.2845
H 0.713 -5.414 12.454 0.3956
H -0.121 -4.268 11.311 0.3731
C -3.134 -7.975 -2.481 -1.1255
C -2.840 -6.516 -2.145 -0.5313
N -2.154 -6.544 -0.855 0.0854
C -2.083 -5.306 -0.199 -0.4323
C -3.449 -4.712 0.240 -1.3494
C -0.803 -7.061 -0.997 -0.3590
C -0.224 -7.498 0.289 -1.5216
H -4.085 -8.072 -1.957 0.2804
H -2.467 -8.803 -2.241 0.3347
H -3.276 -8.044 -3.560 0.3285
H -2.266 -6.066 -2.955 0.3405
H -3.821 -6.042 -2.114 0.3800
H -1.594 -5.502 0.755 0.3187
H -1.538 -4.521 -0.724 0.3924
H -4.311 -5.378 0.292 0.3448
H -3.419 -4.177 1.190 0.3525
H -3.646 -3.984 -0.547 0.3402
H -0.092 -6.405 -1.500 0.2993
H -0.659 -7.954 -1.605 0.3942
H 0.296 -6.725 0.855 0.3644
H 0.621 -8.145 0.053 0.4451
H -0.857 -8.044 0.989 0.3166
C -7.373 7.821 -7.824 -1.0984
C -5.806 7.758 -7.671 -0.5811
N -5.064 8.956 -7.339 0.0198
C -5.503 10.073 -8.198 -0.5232
C -4.432 11.207 -8.015 -1.2420
C -5.323 9.215 -5.912 -0.4810
C -4.316 8.534 -5.002 -1.2297
H -7.918 8.049 -6.907 0.2901
H -7.794 6.840 -8.044 0.4144
H -7.638 8.487 -8.645 0.2761
H -5.502 7.006 -6.942 0.2799
H -5.309 7.339 -8.546 0.4112
H -5.446 9.752 -9.238 0.4157
H -6.533 10.351 -7.978 0.3365
H -4.670 11.893 -7.203 0.3286
H -3.393 10.877 -7.972 0.3007
H -4.412 11.859 -8.888 0.4216
H -6.401 9.286 -5.769 0.3618
H -5.226 10.282 -5.714 0.3675
H -4.341 7.485 -5.296 0.2861
H -4.573 8.630 -3.948 0.3560
H -3.269 8.787 -5.169 0.2897
C 2.747 5.727 -6.782 -0.9640
C 2.232 6.970 -5.988 0.7518
C 1.916 8.244 -6.691 -1.0234
O 2.188 6.891 -4.757 -0.5673
H 3.790 5.965 -6.991 0.2620
H 2.153 5.837 -7.689 0.3311
H 2.777 4.833 -6.160 0.2948
H 1.271 8.129 -7.563 0.3526
H 2.903 8.654 -6.904 0.2652
H 1.423 8.951 -6.023 0.2967
C -4.669 -0.405 7.354 -1.0790
C -4.505 0.936 6.491 0.6778
C -5.052 0.989 5.093 -0.8563
O -3.789 1.883 6.785 -0.5336
H -4.250 -1.237 6.790 0.2996
H -5.621 -0.605 7.847 0.3214
H -4.040 -0.313 8.240 0.3388
H -4.300 0.749 4.340 0.2401
H -5.532 1.948 4.901 0.2993
H -5.863 0.263 5.144 0.2920
C 5.968 -7.496 4.370 -1.0540
C 6.962 -8.376 5.070 0.7903
C 6.825 -9.869 4.954 -1.0058
O 7.981 -7.925 5.578 -0.5549
H 5.167 -7.220 5.056 0.2832
H 5.502 -8.049 3.555 0.3017
H 6.377 -6.519 4.114 0.3312
H 6.650 -10.304 3.970 0.3419
H 6.041 -10.018 5.696 0.2748
H 7.737 -10.333 5.330 0.2917
C 9.321 2.655 -5.374 -1.0347
C 8.258 2.635 -4.256 0.8049
C 7.896 3.930 -3.604 -1.0150
O 7.726 1.560 -3.920 -0.5628
H 10.138 3.283 -5.020 0.3018
H 8.994 3.218 -6.248 0.2999
H 9.697 1.698 -5.736 0.2979
H 7.559 4.765 -4.218 0.3181
H 8.696 4.331 -2.981 0.2922
H 7.112 3.565 -2.940 0.2976
```

Values from the calculation:
E_LUMO = 0.407 eV
Molecular weight = 839.5 g mol⁻¹
SMILES string = CCN(CC)CC.CCN(CC)CC.CCN(CC)CC.CCN(CC)CC.CCN(CC)CC.CCN(CC)CC.CC(C)=O.CC(C)=O.CC(C)=O.CC(C)=O
HOMO energy = -0.291 Ha
E_tot = -2526.37727 hartree
2S+1 = 1